[1]
{
  "formula": "C35H67InN3O3S",
  "method": "wB97M-V/def2-TZVPD",
  "charge": -1,
  "energy_ev": -64001.2588,
  "multiplicity": 3,
  "homo_energy_ev": [-4.3, -4.3],
  "homo_lumo_gap_ev": [6.05, 5.46],
  "species": ["C", "O", "C", "C", "C", "C", "C", "C", "C", "C", "In", "N", "S", "C", "C", "C", "C", "C", "C", "C", "C", "H", "H", "H", "H", "H", "H", "H", "H", "H", "H", "H", "H", "H", "H", "H", "H", "H", "H", "H", "H", "H", "H", "H", "H", "H", "H", "H", "H", "H", "H", "H", "C", "C", "C", "C", "C", "C", "N", "O", "C", "C", "C", "H", "H", "H", "H", "H", "H", "H", "H", "H", "H", "H", "H", "H", "H", "H", "H", "H", "H", "C", "C", "C", "C", "C", "C", "N", "O", "C", "C", "C", "H", "H", "H", "H", "H", "H", "H", "H", "H", "H", "H", "H", "H", "H", "H", "H", "H", "H"],
  "xyz": [[-5.5125, -7.7638, 2.7886], [-4.1041, -7.7980, 2.8085], [-3.5810, -8.9230, 2.1108], [-3.4727, -8.6160, 0.5811], [-2.0295, -8.2689, 0.1910], [-1.7866, -8.0110, -1.3269], [-3.0427, -7.4079, -2.0055], [-2.7285, -6.6855, -3.3405], [-2.9622, -5.1560, -3.2802], [-4.3944, -4.7538, -2.8811], [-4.7203, -2.5702, -2.6423], [-6.8558, -2.2617, -2.6822], [-3.8867, -1.2760, -4.6471], [-3.9979, -1.7403, -0.6902], [-2.8208, -2.4618, -0.1078], [-2.9416, -3.0041, 1.1688], [-1.8988, -3.6516, 1.7919], [-0.6860, -3.7899, 1.1400], [-0.5525, -3.2564, -0.1246], [0.8377, -3.4234, -0.7627], [-1.5924, -2.6089, -0.7429], [-5.8721, -7.2537, 1.8792], [-5.9725, -8.7611, 2.8556], [-5.8987, -7.1749, 3.6298], [-2.5669, -9.0647, 2.4967], [-4.2271, -9.8049, 2.2196], [-4.1715, -7.7883, 0.4139], [-3.8688, -9.4501, -0.0167], [-1.4175, -9.1410, 0.4705], [-1.7180, -7.3913, 0.7709], [-1.0326, -7.2130, -1.3841], [-1.4427, -8.8985, -1.8697], [-3.4216, -6.6500, -1.3114], [-3.8036, -8.1772, -2.1815], [-3.3355, -7.1143, -4.1509], [-1.6813, -6.8689, -3.6367], [-2.8228, -4.8068, -4.3151], [-2.2035, -4.6645, -2.6548], [-5.0555, -5.0758, -3.7028], [-4.7759, -5.2487, -1.9772], [-7.1720, -2.6975, -1.8128], [-7.0038, -1.2665, -2.5034], [-2.5563, -1.4984, -4.6568], [-3.6996, -0.6920, -0.8512], [-4.8345, -1.7248, 0.0186], [-3.8836, -2.8788, 1.7008], [-2.0332, -4.0394, 2.8005], [0.1392, -4.3105, 1.6231], [1.0874, -4.4893, -0.8383], [0.9594, -2.9039, -1.7153], [1.5527, -3.0192, -0.0355], [-1.4382, -2.1768, -1.7329], [1.1348, 2.0399, -0.6345], [1.8103, 0.9530, 0.2374], [1.8310, 1.4082, 1.7006], [2.8755, 2.4841, 1.9956], [4.2520, 2.0575, 1.4936], [4.2514, 1.6474, 0.0191], [3.1789, 0.6579, -0.2903], [3.5548, -0.5082, 0.1540], [4.0910, 2.9014, -0.8595], [5.6345, 1.1050, -0.3455], [0.8886, -0.2606, 0.1234], [1.4613, 1.9733, -1.6735], [0.0514, 1.9182, -0.6402], [1.3173, 3.0541, -0.2765], [2.0340, 0.5469, 2.3464], [0.8417, 1.7751, 1.9835], [2.5830, 3.4372, 1.5450], [2.9199, 2.6608, 3.0735], [4.9640, 2.8723, 1.6486], [4.6066, 1.2219, 2.1074], [3.9832, 2.6336, -1.9125], [4.9708, 3.5417, -0.7753], [3.2488, 3.5278, -0.5776], [5.9347, 0.2710, 0.2883], [6.3864, 1.8848, -0.2178], [5.6664, 0.7753, -1.3858], [0.8464, -0.6307, -0.9017], [-0.1272, 0.0025, 0.4186], [1.1874, -1.0812, 0.7712], [0.5775, 8.4293, -0.1393], [1.2662, 7.3572, 0.7396], [1.2895, 7.8247, 2.1992], [2.3264, 8.9106, 2.4820], [3.7040, 8.4891, 1.9778], [3.7020, 8.0673, 0.5066], [2.6335, 7.0688, 0.2100], [3.0156, 5.9114, 0.6663], [3.5358, 9.3135, -0.3861], [5.0854, 7.5268, 0.1404], [0.3556, 6.1311, 0.6405], [0.9005, 8.3562, -1.1787], [-0.5047, 8.2986, -0.1398], [0.7515, 9.4473, 0.2085], [1.5034, 6.9709, 2.8511], [0.2985, 8.1854, 2.4838], [2.0237, 9.8577, 2.0261], [2.3733, 9.0955, 3.5575], [4.4124, 9.3082, 2.1238], [4.0643, 7.6610, 2.5973], [3.4269, 9.0315, -1.4346], [4.4167, 9.9526, -0.3091], [2.6922, 9.9424, -0.1124], [5.3911, 6.6995, 0.7801], [5.8352, 8.3098, 0.2578], [5.1139, 7.1881, -0.8970], [0.3157, 5.7515, -0.3825], [-0.6586, 6.3951, 0.9394], [0.6738, 5.3215, 1.2971]],
  "lowdin_charge": [-0.129, -0.194, -0.221, -0.188, -0.204, -0.196, -0.222, -0.221, -0.310, -0.294, 0.518, -0.215, 0.127, -0.231, -0.324, -0.075, -0.099, -0.091, -0.303, -0.057, -0.048, 0.087, 0.083, 0.084, 0.114, 0.107, 0.100, 0.113, 0.103, 0.114, 0.102, 0.104, 0.090, 0.107, 0.100, 0.097, 0.095, 0.084, 0.035, 0.020, -0.083, -0.082, -0.322, 0.043, 0.031, 0.104, 0.097, 0.107, 0.073, 0.074, 0.060, 0.124, -0.028, -0.472, -0.129, -0.175, -0.133, -0.494, -0.070, -0.017, -0.039, -0.049, -0.047, 0.091, 0.085, 0.055, 0.124, 0.126, 0.081, 0.111, 0.122, 0.123, 0.092, 0.083, 0.045, 0.077, 0.082, 0.090, 0.091, 0.097, 0.070, -0.035, -0.483, -0.134, -0.177, -0.136, -0.494, -0.065, -0.027, -0.039, -0.044, -0.042, 0.090, 0.082, 0.064, 0.125, 0.126, 0.101, 0.112, 0.124, 0.125, 0.092, 0.085, 0.058, 0.078, 0.085, 0.092, 0.096, 0.088, 0.072]
}

[2]
{
  "formula": "CH2BrO3S",
  "method": "wB97M-V/def2-TZVPD",
  "charge": -1,
  "energy_ev": -88088.0593,
  "multiplicity": 1,
  "de_lowest_kcal_mol": 76.98,
  "homo_energy_ev": [-3.1, -5.3],
  "homo_lumo_gap_ev": [5.48, 8.21],
  "species": ["C", "O", "O", "O", "S", "Br", "H", "H"],
  "xyz": [[0.8978, -0.3554, -1.9165], [-2.0144, 1.6041, 1.4897], [-1.0869, -0.5244, 2.6821], [0.4362, 1.1575, 1.4641], [-0.9044, 0.5663, 1.6703], [1.3069, -2.0759, -2.3918], [1.6080, 0.0277, -1.1891], [-0.2433, -0.4001, -1.8089]],
  "lowdin_charge": [-0.553, -0.509, -0.488, -0.488, 0.509, 0.551, -0.023, 0.003]
}

[3]
{
  "formula": "C3H4N4O",
  "method": "wB97M-V/def2-TZVPD",
  "charge": 0,
  "energy_ev": -11177.3312,
  "multiplicity": 1,
  "de_lowest_kcal_mol": 153.07,
  "homo_energy_ev": -9.6,
  "homo_lumo_gap_ev": 9.13,
  "species": ["C", "C", "C", "H", "H", "H", "H", "N", "N", "N", "N", "O"],
  "xyz": [[1.7339, -0.8188, 0.0018], [0.9559, 1.2117, 0.0755], [-0.3388, 0.8117, -0.1371], [-2.5726, -0.5036, 1.1796], [-2.2166, -0.8877, -1.0897], [2.7233, -1.2888, -0.4026], [0.8722, 2.3726, 0.2664], [-1.8045, -1.1847, 0.0949], [-0.5589, -0.5420, -0.0159], [0.5624, -1.3727, 0.0085], [1.9477, 0.5330, 0.0858], [-1.3039, 1.6692, -0.0672]],
  "lowdin_charge": [-0.192, -0.152, -0.429, 0.272, 0.207, 0.149, 0.176, -0.001, -0.229, 0.122, 0.107, -0.029]
}